Model A:
ORCA calculation (ωB97M-V with the def2-TZVPD basis set) on a single C4H5NO3 molecule.

ORCA input file:
```
! RIJCOSX wB97M-V def2-TZVPD def2/J DEFGRID3
* xyz 0 1
O -1.93 0.95 2.24
C -0.95 1.32 1.55
N -0.61 0.56 0.49
O 0.19 1.12 -0.50
C 1.13 0.17 -0.95
C 0.23 -1.07 -0.91
C -0.57 -0.85 0.32
O -0.96 -1.77 1.05
H -0.28 2.27 1.71
H 1.93 -0.01 -0.22
H 1.39 0.47 -1.96
H 0.90 -2.04 -1.01
H -0.48 -1.12 -1.81
*
```

E_LUMO: 0.0111 Eh
SMILES: O=CN1OCCC1=O
Highest occupied orbital energy: -10.032 eV
Frontier orbital gap: 10.3 eV

Atomic charges from the natural (NBO) analysis, expressed in e, are listed below: -0.53 0.50 -0.21 -0.35 -0.08 -0.52 0.65 -0.51 0.15 0.18 0.22 0.25 0.25

---

Model B:
ORCA calculation (ωB97M-V with the def2-TZVPD basis set) on a single C4H5NO3 molecule.

ORCA input file:
```
! RIJCOSX wB97M-V def2-TZVPD def2/J DEFGRID3
* xyz 0 1
N -1.19 -1.45 -1.97
C -0.47 -0.91 -1.27
C 0.26 -0.12 -0.29
O 1.48 -0.86 0.01
C 0.77 1.35 -0.52
O 1.97 1.52 -0.53
C -0.55 -0.23 1.08
O -1.91 0.29 0.92
H 2.20 -0.21 -0.26
H 0.18 2.26 -0.64
H -0.04 0.14 1.85
H -0.48 -1.24 1.35
H -2.22 -0.53 0.27
*
```

E_LUMO: -0.0072 Eh
SMILES: N#C[C@@](O)(C=O)CO
Highest occupied orbital energy: -10.937 eV
Frontier orbital gap: 10.7 eV

Atomic charges from the natural (NBO) analysis, expressed in e, are listed below: -0.28 0.26 0.02 -0.70 0.43 -0.50 -0.06 -0.69 0.50 0.18 0.20 0.19 0.48

---

Model C:
ORCA calculation (ωB97M-V with the def2-TZVPD basis set) on a single C4H5NO3 molecule.

ORCA input file:
```
! RIJCOSX wB97M-V def2-TZVPD def2/J DEFGRID3
* xyz 0 1
N -1.30 -1.20 -1.98
C -1.31 -0.80 -0.73
C -0.39 -0.04 -0.08
O 0.76 0.11 -0.97
C 1.44 1.14 -0.24
O 1.37 0.58 1.10
C -0.05 0.18 1.20
O -0.64 -0.01 2.24
H -0.51 -0.53 -2.50
H -1.62 -2.04 -2.55
H -2.14 -0.85 -0.09
H 2.66 1.38 -0.48
H 0.63 2.11 -0.44
*
```

E_LUMO: 0.0131 Eh
SMILES: N/C=C1\OCOC1=O
Highest occupied orbital energy: -8.763 eV
Frontier orbital gap: 9.1 eV

Atomic charges from the natural (NBO) analysis, expressed in e, are listed below: -0.80 0.12 -0.03 -0.56 0.19 -0.54 0.71 -0.55 0.43 0.45 0.21 0.22 0.15

---

Model D:
ORCA calculation (ωB97M-V with the def2-TZVPD basis set) on a single C4H5NO3 molecule.

ORCA input file:
```
! RIJCOSX wB97M-V def2-TZVPD def2/J DEFGRID3
* xyz 0 1
C -1.86 -0.27 -0.13
O -1.06 -1.44 0.01
C 0.16 -1.01 0.18
N 1.24 -1.57 -0.21
O 2.21 -0.51 -0.04
C 1.49 0.72 -0.20
C 0.18 0.49 0.46
O -1.00 0.86 -0.27
H -2.51 -0.18 0.75
H -2.49 -0.32 -1.07
H 1.35 1.00 -1.28
H 2.12 1.53 0.25
H 0.17 0.70 1.56
*
```

E_LUMO: 0.0283 Eh
SMILES: C1OC2=NOC[C@H]2O1
Highest occupied orbital energy: -9.378 eV
Frontier orbital gap: 10.1 eV

Atomic charges from the natural (NBO) analysis, expressed in e, are listed below: 0.22 -0.46 0.47 -0.15 -0.39 -0.11 -0.03 -0.50 0.16 0.19 0.20 0.21 0.20

---

The structure with the greatest stability is model B.

---

Model A:
ORCA calculation (ωB97M-V with the def2-TZVPD basis set) on 2 unconnected molecules or ions with the total composition C2H7NO3.

ORCA input file:
```
! RIJCOSX wB97M-V def2-TZVPD def2/J DEFGRID3
* xyz 0 1
N 0.00 0.00 0.00
C -0.65 0.74 -0.83
O -0.12 1.82 -1.20
C -2.01 0.22 -1.28
O -2.48 -0.73 -0.34
H 0.88 0.36 0.37
H -0.43 -0.83 0.41
H -1.93 -0.42 -2.18
H -2.74 1.01 -1.50
H -2.40 -0.40 0.57
O -4.58 -3.18 -2.19
H -4.03 -2.62 -1.60
H -5.26 -2.57 -2.55
*
```

E_LUMO: 0.0139 Eh
SMILES: NC(=O)CO.O
Highest occupied orbital energy: -9.872 eV
Frontier orbital gap: 10.3 eV

Atomic charges from the natural (NBO) analysis, expressed in e, are listed below: -0.79 0.61 -0.64 -0.16 -0.73 0.42 0.40 0.21 0.20 0.47 -0.95 0.48 0.47

---

Model B:
ORCA calculation (ωB97M-V with the def2-TZVPD basis set) on 2 unconnected molecules or ions with the total composition C2H7NO3.

ORCA input file:
```
! RIJCOSX wB97M-V def2-TZVPD def2/J DEFGRID3
* xyz 0 1
N 0.21 -0.53 -0.34
C 0.09 0.86 0.01
C -0.78 1.03 1.26
O -1.65 1.89 1.28
O -0.60 0.12 2.25
H -0.76 -0.79 -0.51
H 0.51 -1.05 0.49
H 1.10 1.24 0.24
H -0.30 1.42 -0.87
H -1.43 0.29 2.77
O 0.97 -1.77 -2.36
H 0.77 -1.21 -1.57
H 1.87 -1.50 -2.64
*
```

E_LUMO: 0.0149 Eh
SMILES: NCC(=O)O.O
Highest occupied orbital energy: -10.180 eV
Frontier orbital gap: 10.6 eV

Atomic charges from the natural (NBO) analysis, expressed in e, are listed below: -0.80 -0.32 0.76 -0.58 -0.68 0.37 0.38 0.22 0.24 0.51 -1.00 0.47 0.45

---

Model C:
ORCA calculation (ωB97M-V with the def2-TZVPD basis set) on 2 unconnected molecules or ions with the total composition C2H7NO3.

ORCA input file:
```
! RIJCOSX wB97M-V def2-TZVPD def2/J DEFGRID3
* xyz 0 1
O 2.83 1.40 -1.08
C 3.03 0.71 -0.13
O 2.47 -0.52 0.07
H 3.68 1.02 0.69
H 1.52 -0.34 0.25
N -2.48 -0.64 -0.43
C -1.55 -0.25 0.55
O -0.21 -0.03 0.02
H -3.09 0.05 -0.83
H -2.69 -1.60 -0.62
H -1.39 -1.00 1.31
H -1.85 0.70 0.97
H -0.27 0.51 -0.77
*
```

E_LUMO: 0.0277 Eh
SMILES: O=CO.NCO
Highest occupied orbital energy: -10.051 eV
Frontier orbital gap: 10.8 eV

Atomic charges from the natural (NBO) analysis, expressed in e, are listed below: -0.55 0.66 -0.75 0.10 0.52 -0.87 0.09 -0.78 0.38 0.39 0.18 0.16 0.48

---

Model D:
ORCA calculation (ωB97M-V with the def2-TZVPD basis set) on 2 unconnected molecules or ions with the total composition C2H7NO3.

ORCA input file:
```
! RIJCOSX wB97M-V def2-TZVPD def2/J DEFGRID3
* xyz 0 1
C 1.00 0.79 -1.86
N 1.08 1.23 -0.47
C 0.47 0.54 0.54
O 0.29 1.02 1.63
O 0.37 -0.80 0.25
H 1.25 1.64 -2.49
H 0.03 0.36 -2.09
H 1.81 0.10 -2.09
H 1.14 2.21 -0.27
H -0.47 -1.06 0.67
O -2.59 -2.08 0.36
H -1.83 -2.64 0.48
H -3.15 -2.42 -0.34
*
```

E_LUMO: 0.0187 Eh
SMILES: CNC(=O)O.O
Highest occupied orbital energy: -9.792 eV
Frontier orbital gap: 10.3 eV

Atomic charges from the natural (NBO) analysis, expressed in e, are listed below: -0.41 -0.63 0.87 -0.62 -0.71 0.20 0.20 0.20 0.40 0.50 -0.95 0.47 0.48

---

The structure with the greatest stability is model D.

---

Model A:
ORCA calculation (ωB97M-V with the def2-TZVPD basis set) on a single C9H7NO2 molecule.

ORCA input file:
```
! RIJCOSX wB97M-V def2-TZVPD def2/J DEFGRID3
* xyz 0 1
C -0.35 -0.84 3.14
C -0.28 -0.46 1.71
N 0.53 -1.03 0.93
C 0.64 -0.58 -0.36
C 1.31 -1.31 -1.37
C 1.39 -0.87 -2.60
C 0.63 0.27 -3.02
C -0.01 0.98 -2.08
C -0.08 0.54 -0.76
O -0.66 1.37 0.17
C -0.96 0.73 1.36
O -1.87 1.22 2.02
H -1.36 -0.78 3.43
H -0.04 -1.88 3.34
H 0.23 -0.16 3.81
H 1.92 -2.17 -1.08
H 1.83 -1.55 -3.35
H 0.66 0.43 -4.10
H -0.56 1.90 -2.22
*
```

E_LUMO: -0.0189 Eh
SMILES: Cc1nc2ccccc2oc1=O
Highest occupied orbital energy: -9.065 eV
Frontier orbital gap: 8.6 eV

Atomic charges from the natural (NBO) analysis, expressed in e, are listed below: -0.64 0.15 -0.34 0.03 -0.17 -0.22 -0.18 -0.26 0.29 -0.43 0.69 -0.53 0.24 0.23 0.24 0.23 0.22 0.23 0.23

---

Model B:
ORCA calculation (ωB97M-V with the def2-TZVPD basis set) on a single C9H7NO2 molecule.

ORCA input file:
```
! RIJCOSX wB97M-V def2-TZVPD def2/J DEFGRID3
* xyz 0 1
C 2.70 0.04 -0.04
C 2.34 -1.34 0.05
C 1.75 1.01 -0.16
C -0.56 1.83 0.02
C 1.01 -1.64 0.05
C -1.96 1.66 -0.05
C 0.38 0.76 -0.08
C 0.00 -0.64 -0.06
C -2.66 0.50 -0.11
N -1.29 -0.93 -0.20
O -1.82 -2.18 -0.10
O -3.76 0.03 0.10
H 3.80 0.15 -0.11
H 3.06 -2.02 0.13
H 1.90 2.11 -0.17
H -0.30 2.80 0.16
H 0.50 -2.55 0.10
H -2.44 2.62 0.12
H -2.65 -2.22 0.34
*
```

E_LUMO (spin up / spin down): -0.0231 / -0.0231 Eh
Highest occupied orbital energy (spin up / spin down): -7.642 / -7.641 eV
Frontier orbital gap (spin up / spin down): 7.0 / 7.0 eV

Atomic charges from the natural (NBO) analysis, expressed in e, are listed below: -0.28 -0.13 -0.13 -0.02 -0.28 -0.48 -0.18 0.20 0.72 -0.14 -0.55 -0.53 0.22 0.20 0.21 0.21 0.23 0.25 0.49

---

Model C:
ORCA calculation (ωB97M-V with the def2-TZVPD basis set) on a single C9H7NO2 molecule.

ORCA input file:
```
! RIJCOSX wB97M-V def2-TZVPD def2/J DEFGRID3
* xyz 0 1
C -3.67 -0.84 -0.39
C -2.37 -0.66 0.26
O -1.68 -1.23 1.15
O -1.50 0.23 -0.52
C -0.25 0.48 0.13
C 0.35 1.72 0.24
C 1.80 1.95 0.09
C 2.70 0.88 0.30
C 2.20 -0.49 0.33
C 3.20 -1.49 0.01
N 3.93 -2.35 -0.43
C 0.74 -0.63 0.26
H -3.75 0.33 -0.54
H -4.36 -1.43 0.22
H -3.54 -1.15 -1.36
H -0.47 2.55 -0.15
H 2.38 3.04 -0.39
H 3.71 1.02 0.41
H 0.59 -1.91 0.37
*
```

E_LUMO: -0.0019 Eh
SMILES: CC(=O)Oc1cccc(C#N)c1
Highest occupied orbital energy: -9.352 eV
Frontier orbital gap: 9.3 eV

Atomic charges from the natural (NBO) analysis, expressed in e, are listed below: -0.72 0.79 -0.55 -0.54 0.26 -0.24 -0.20 -0.18 -0.19 0.27 -0.30 -0.15 0.27 0.26 0.26 0.23 0.25 0.22 0.26

---

The structure with the greatest stability is model A.

---

Model A:
ORCA calculation (ωB97M-V with the def2-TZVPD basis set) on a molecular structure, C35H28Br2KN6O5.

ORCA input file:
```
! RIJCOSX wB97M-V def2-TZVPD def2/J DEFGRID3
* xyz -1 1
K 0.15 -0.89 -0.16
C -2.54 3.10 -0.59
N -1.26 2.67 -1.15
C -0.16 3.55 -0.76
C 0.51 3.10 0.51
C 0.46 3.81 1.69
C 1.06 3.27 2.83
C 1.72 2.07 2.73
C 1.76 1.44 1.49
N 1.16 1.93 0.40
C -1.36 2.40 -2.56
C -2.02 1.07 -2.85
C -1.82 0.47 -4.09
C -2.46 -0.74 -4.35
C -3.25 -1.31 -3.37
C -3.40 -0.63 -2.17
N -2.81 0.54 -1.91
C -2.60 2.98 0.90
C -2.71 4.11 1.71
C -2.77 3.95 3.08
C -2.73 2.67 3.60
C -2.67 1.59 2.71
N -2.59 1.73 1.40
H -3.31 2.46 -1.00
H -2.75 4.14 -0.88
H -0.50 4.60 -0.66
H 0.59 3.55 -1.55
H -0.07 4.75 1.73
H 0.99 3.80 3.77
H 2.21 1.60 3.57
H 2.24 0.46 1.39
H -0.34 2.36 -2.97
H -1.87 3.21 -3.10
H -1.16 0.94 -4.81
H -2.30 -1.26 -5.29
H -3.68 -2.30 -3.48
H -4.00 -1.07 -1.38
H -2.72 5.08 1.24
H -2.85 4.80 3.74
H -2.81 2.47 4.66
H -2.67 0.58 3.09
O -0.21 -1.87 4.54
C -0.54 -1.52 3.28
O -0.34 -0.41 2.84
C -1.20 -2.66 2.54
C -1.66 -3.78 3.18
C -2.23 -4.77 2.40
C -2.29 -4.60 1.03
C -1.79 -3.44 0.46
N -1.31 -2.48 1.23
C -1.79 -3.26 -1.07
O -2.38 -4.14 -1.71
O -1.21 -2.25 -1.53
H 0.24 -1.08 4.89
H -1.55 -3.87 4.25
H -2.59 -5.69 2.85
H -2.69 -5.35 0.36
C 1.85 -0.13 -3.55
C 2.98 -0.71 -2.74
C 4.26 -0.91 -3.29
C 5.22 -1.49 -2.52
C 4.94 -1.88 -1.20
C 5.84 -2.57 -0.34
Br 7.62 -2.92 -0.89
C 5.44 -2.99 0.89
C 4.14 -2.74 1.35
Br 3.60 -3.35 3.06
C 3.19 -2.02 0.63
O 2.05 -1.75 1.07
C 3.63 -1.62 -0.73
N 2.68 -1.03 -1.51
H 2.07 -0.08 -4.62
H 1.61 0.87 -3.21
H 0.94 -0.74 -3.43
H 4.45 -0.62 -4.31
H 6.21 -1.69 -2.92
H 6.13 -3.52 1.53
*
```

E_LUMO: 0.0800 Eh
Highest occupied orbital energy: -4.194 eV
Frontier orbital gap: 6.4 eV

Atomic charges from the Löwdin analysis, expressed in e, are listed below: 0.77 -0.15 -0.13 -0.13 -0.26 -0.04 -0.07 -0.06 -0.13 0.12 -0.14 -0.26 -0.05 -0.07 -0.07 -0.13 0.12 -0.27 -0.06 -0.09 -0.07 -0.13 0.16 0.10 0.12 0.12 0.12 0.10 0.10 0.11 0.10 0.11 0.13 0.11 0.10 0.11 0.12 0.11 0.10 0.10 0.10 0.10 -0.44 0.08 -0.19 -0.01 -0.05 0.01 -0.15 0.12 -0.67 -0.02 -0.16 0.13 0.11 0.10 0.11 -0.03 -0.33 -0.03 -0.04 -0.20 -0.65 0.70 -0.20 -0.62 0.72 -0.48 -0.22 -0.11 0.14 0.07 0.07 0.08 0.10 0.07 0.09

---

Model B:
ORCA calculation (ωB97M-V with the def2-TZVPD basis set) on a molecular structure, C35H28Br2KN6O5.

ORCA input file:
```
! RIJCOSX wB97M-V def2-TZVPD def2/J DEFGRID3
* xyz -1 1
K 8.95 9.27 11.94
C 11.73 7.14 10.54
N 10.31 6.93 10.51
C 9.73 7.11 9.20
C 9.53 8.57 8.76
C 8.53 8.77 7.81
C 8.23 10.07 7.43
C 9.01 11.09 7.97
C 10.00 10.80 8.89
N 10.25 9.55 9.30
C 9.95 5.62 11.06
C 9.59 5.69 12.52
C 10.26 4.98 13.50
C 9.82 5.06 14.82
C 8.75 5.87 15.07
C 8.15 6.56 14.01
N 8.53 6.46 12.75
C 12.28 7.36 11.94
C 13.63 7.15 12.20
C 14.15 7.52 13.44
C 13.26 7.99 14.40
C 11.91 8.09 14.09
N 11.43 7.82 12.88
H 11.98 8.05 9.95
H 12.28 6.32 10.11
H 8.74 6.68 9.25
H 10.29 6.55 8.44
H 7.95 7.91 7.48
H 7.45 10.30 6.74
H 8.79 12.10 7.69
H 10.59 11.60 9.32
H 10.74 4.91 10.90
H 9.10 5.25 10.53
H 11.13 4.39 13.20
H 10.37 4.54 15.61
H 8.34 6.00 16.08
H 7.32 7.20 14.26
H 14.27 6.76 11.39
H 15.21 7.40 13.66
H 13.64 8.25 15.38
H 11.16 8.43 14.82
O 10.36 13.46 13.37
C 9.91 12.56 12.50
O 10.66 11.85 11.88
C 8.41 12.58 12.28
C 7.59 13.53 12.88
C 6.25 13.57 12.51
C 5.76 12.72 11.52
C 6.63 11.74 11.01
N 7.92 11.71 11.39
C 6.24 10.76 9.90
O 5.51 11.25 9.03
O 6.68 9.59 9.98
H 11.27 13.20 13.52
H 8.02 14.27 13.57
H 5.60 14.30 12.99
H 4.74 12.76 11.16
C 13.24 11.28 14.24
C 12.25 11.25 15.34
C 12.70 11.60 16.63
C 11.82 11.48 17.67
C 10.48 11.09 17.40
C 9.48 10.99 18.39
Br 9.84 11.45 20.16
C 8.24 10.47 18.10
C 7.93 10.10 16.79
Br 6.17 9.37 16.45
C 8.84 10.19 15.70
O 8.57 9.85 14.52
C 10.15 10.72 16.09
N 11.03 10.85 15.08
H 14.12 10.71 14.56
H 13.60 12.31 14.05
H 12.82 10.86 13.31
H 13.73 11.87 16.80
H 12.09 11.75 18.70
H 7.51 10.29 18.91
*
```

E_LUMO: 0.0781 Eh
Highest occupied orbital energy: -4.312 eV
Frontier orbital gap: 6.4 eV

Atomic charges from the Löwdin analysis, expressed in e, are listed below: 0.72 -0.15 -0.17 -0.14 -0.28 -0.03 -0.05 -0.06 -0.13 0.09 -0.12 -0.30 -0.04 -0.07 -0.06 -0.13 0.11 -0.24 -0.03 -0.07 -0.08 -0.12 0.12 0.13 0.11 0.11 0.13 0.12 0.10 0.10 0.10 0.11 0.11 0.11 0.11 0.11 0.09 0.11 0.10 0.10 0.11 0.12 -0.47 0.08 -0.19 -0.01 -0.05 0.01 -0.15 0.12 -0.70 -0.03 -0.05 0.10 0.12 0.10 0.12 -0.06 -0.37 -0.03 -0.04 -0.21 -0.69 0.73 -0.21 -0.58 0.67 -0.45 -0.16 -0.15 0.17 0.08 0.08 0.08 0.11 0.07 0.10

---

The structure with the greatest stability is model B.